{
  "formula": "C28H30FeP3",
  "method": "ωB97M-V/def2-TZVPD",
  "total_charge": 1,
  "s_squared": 6.024,
  "spin_multiplicity": 5,
  "largest_force_ev_per_a": 2.3,
  "species": ["Fe", "C", "P", "C", "C", "C", "C", "C", "C", "C", "P", "C", "C", "H", "H", "H", "H", "H", "H", "H", "H", "H", "H", "H", "H", "H", "H", "H", "H", "C", "C", "C", "C", "C", "C", "P", "C", "C", "C", "C", "C", "C", "C", "C", "C", "C", "C", "C", "H", "H", "H", "H", "H", "H", "H", "H", "H", "H", "H", "H", "H", "H"],
  "positions_angstrom": [[0.4255, 0.4789, -1.8539], [3.2256, -2.0552, -2.7083], [2.2391, -0.9394, -1.6335], [3.5752, -0.2559, -0.5889], [1.3471, -2.1731, -0.5930], [1.9860, -2.8759, 0.4211], [1.2824, -3.7647, 1.2214], [-0.0686, -3.9755, 0.9995], [-0.7163, -3.2979, -0.0237], [-0.0253, -2.3979, -0.8259], [-0.8674, -1.4168, -2.1297], [-2.6502, -1.7221, -1.9055], [-0.5589, -2.4092, -3.6436], [3.8735, -2.6671, -2.0824], [3.8350, -1.4636, -3.3922], [2.5784, -2.7091, -3.2883], [4.1762, -1.0306, -0.1170], [3.1641, 0.4144, 0.1647], [4.2187, 0.3303, -1.2473], [3.0444, -2.7298, 0.5975], [1.7915, -4.2881, 2.0199], [-0.6242, -4.6624, 1.6239], [-1.7716, -3.4751, -0.1864], [-2.9887, -1.3939, -0.9230], [-2.8807, -2.7758, -2.0558], [-3.1740, -1.1379, -2.6632], [-0.7650, -3.4616, -3.4561], [0.4739, -2.2883, -3.9624], [-1.2073, -2.0524, -4.4446], [-4.4491, 0.1877, 0.7415], [-3.5246, -0.5506, 1.4706], [-2.1725, -0.2705, 1.3566], [-1.7342, 0.7561, 0.5166], [-2.6622, 1.4738, -0.2334], [-4.0172, 1.1935, -0.1101], [0.0754, 1.0358, 0.3838], [0.4997, 1.1762, 2.1514], [1.5441, 0.4354, 2.6943], [1.8377, 0.5317, 4.0478], [1.0908, 1.3702, 4.8590], [0.0446, 2.1111, 4.3207], [-0.2572, 2.0121, 2.9741], [0.2482, 2.6801, -0.3864], [0.3952, 3.9086, 0.2535], [0.5071, 5.0470, -0.5290], [0.4748, 4.9580, -1.9151], [0.3602, 3.7237, -2.5477], [0.2608, 2.5616, -1.7914], [-5.5065, -0.0225, 0.8362], [-3.8600, -1.3344, 2.1377], [-1.4497, -0.8434, 1.9270], [-2.3249, 2.2548, -0.9042], [-4.7365, 1.7737, -0.6738], [2.1182, -0.2299, 2.0600], [2.6480, -0.0493, 4.4687], [1.3181, 1.4464, 5.9141], [-0.5413, 2.7619, 4.9564], [-1.0880, 2.5699, 2.5597], [0.4279, 3.9770, 1.3336], [0.6218, 6.0115, -0.0508], [0.5550, 5.8565, -2.5146], [0.3578, 3.6820, -3.6300]],
  "forces_ev_per_a": [[0.02, 2.12, -1.01], [-0.18, 0.31, -0.14], [1.02, -1.06, 0.50], [-0.21, 0.12, -0.12], [-0.12, 0.10, -0.07], [0.04, 0.02, -0.03], [0.03, -0.02, 0.02], [-0.02, 0.02, 0.00], [-0.03, -0.06, -0.02], [0.09, 0.20, -0.02], [-0.76, -1.83, -0.21], [0.11, 0.35, 0.04], [0.08, 0.29, 0.03], [0.01, -0.01, 0.01], [0.01, -0.04, 0.00], [-0.01, -0.02, -0.02], [0.01, -0.03, -0.01], [0.03, -0.02, -0.01], [0.03, 0.01, 0.04], [-0.01, 0.00, 0.04], [0.00, -0.01, -0.02], [0.02, -0.01, -0.01], [0.00, 0.03, 0.02], [0.02, -0.01, -0.06], [0.04, -0.03, 0.00], [-0.03, -0.02, 0.02], [-0.01, -0.01, 0.04], [0.02, -0.06, -0.06], [0.01, 0.02, 0.00], [-0.07, 0.00, -0.01], [-0.01, 0.01, 0.05], [0.03, 0.05, -0.05], [0.06, -0.08, -0.02], [0.07, -0.01, 0.04], [-0.02, 0.02, -0.03], [-0.68, 0.92, 1.00], [0.22, -0.21, -0.22], [-0.03, 0.01, -0.06], [0.06, -0.02, 0.04], [-0.01, 0.02, -0.02], [-0.01, 0.02, 0.04], [0.02, -0.05, -0.03], [0.13, 0.14, 0.03], [-0.10, -0.06, -0.03], [0.02, 0.08, 0.17], [-0.05, -0.12, -0.22], [-0.02, 0.21, 0.09], [0.20, -1.32, 0.15], [0.01, 0.00, 0.02], [0.00, -0.01, -0.01], [-0.02, 0.01, 0.06], [-0.03, 0.04, 0.04], [0.00, -0.02, -0.01], [-0.01, -0.02, 0.04], [-0.01, 0.00, -0.01], [0.00, 0.00, 0.00], [0.00, 0.00, 0.00], [-0.02, 0.00, 0.03], [0.00, 0.05, -0.01], [0.00, 0.01, -0.03], [0.01, 0.02, 0.04], [0.03, 0.00, -0.01]]
}

***

{
  "formula": "C28H30IrN5O4S2",
  "method": "ωB97M-V/def2-TZVPD",
  "total_charge": 3,
  "de_lowest_kj_mol": 202.5,
  "s_squared": 0.765,
  "spin_multiplicity": 2,
  "largest_force_ev_per_a": 7.8,
  "species": ["Ir", "C", "C", "C", "C", "C", "C", "C", "N", "N", "C", "C", "C", "C", "C", "C", "N", "C", "C", "C", "C", "C", "C", "N", "H", "H", "H", "H", "H", "H", "H", "H", "H", "H", "H", "H", "H", "H", "H", "H", "H", "H", "H", "H", "O", "S", "O", "N", "C", "O", "C", "C", "C", "C", "C", "C", "H", "H", "H", "H", "C", "S", "C", "O", "H", "H", "H", "H", "H", "H"],
  "positions_angstrom": [[-0.2852, 0.6675, -0.2700], [-2.7676, -0.7084, -1.8577], [-3.6182, -0.3658, -0.6625], [-3.4769, 1.0549, -0.2604], [-4.6113, 1.8209, -0.0385], [-4.4986, 3.1442, 0.3483], [-3.2339, 3.6891, 0.5114], [-2.1432, 2.8881, 0.2773], [-2.2558, 1.5927, -0.1037], [-1.3674, -1.0262, -1.5358], [-1.2385, -2.2689, -0.7557], [-1.2816, -2.0446, 0.7201], [-1.4989, -3.0774, 1.6072], [-1.4968, -2.8136, 2.9696], [-1.2804, -1.5177, 3.4139], [-1.0674, -0.5324, 2.4755], [-1.0703, -0.7967, 1.1527], [-0.5806, -1.0698, -2.7831], [-0.3176, 0.3083, -3.2771], [-0.0578, 0.5737, -4.6076], [0.1824, 1.8811, -5.0032], [0.1265, 2.8973, -4.0574], [-0.1207, 2.5611, -2.7458], [-0.3221, 1.2842, -2.3618], [-2.7789, 0.1188, -2.5668], [-3.2100, -1.5715, -2.3609], [-3.3937, -1.0144, 0.1853], [-4.6570, -0.5512, -0.9254], [-5.5872, 1.3754, -0.1783], [-5.3836, 3.7463, 0.5075], [-3.0961, 4.7170, 0.8169], [-1.1424, 3.2779, 0.3805], [-0.2764, -2.7212, -0.9886], [-2.0108, -2.9852, -1.0441], [-1.6846, -4.0800, 1.2412], [-1.6828, -3.6069, 3.6822], [-1.2717, -1.2711, 4.4661], [-0.9032, 0.4925, 2.7743], [-1.0967, -1.6523, -3.5490], [0.3759, -1.5391, -2.5891], [-0.0420, -0.2400, -5.3224], [0.3979, 2.1093, -6.0399], [0.2626, 3.9331, -4.3366], [-0.1773, 3.3167, -1.9736], [3.6215, 0.6032, 2.5774], [2.6292, -0.4715, 2.5402], [1.7580, -0.5905, 3.6641], [1.7460, -0.1431, 1.1545], [1.9005, -1.0705, 0.2400], [1.3235, -0.9257, -0.8854], [2.6803, -2.2382, 0.6939], [2.8138, -3.4608, 0.0655], [3.5100, -4.4674, 0.7325], [4.0796, -4.2343, 1.9810], [3.9396, -3.0061, 2.6253], [3.2226, -2.0352, 1.9638], [2.3929, -3.6259, -0.9190], [3.6011, -5.4444, 0.2754], [4.6321, -5.0263, 2.4705], [4.3673, -2.8389, 3.6054], [2.4426, 3.4998, 2.4227], [2.1310, 2.1750, 1.2720], [3.4385, 2.3687, 0.0851], [0.8328, 2.4921, 0.5795], [2.4388, 4.4399, 1.8669], [3.4144, 3.2878, 2.8740], [1.6653, 3.4946, 3.1868], [3.3385, 3.3675, -0.3430], [3.3364, 1.6030, -0.6834], [4.3836, 2.2517, 0.6195]],
  "forces_ev_per_a": [[-5.20, -3.23, -4.88], [-0.34, -0.04, -0.22], [-0.03, -0.24, 0.09], [0.08, 0.08, 0.30], [-0.01, 0.27, 0.02], [-0.10, -0.01, -0.04], [-0.03, 0.03, 0.02], [-0.25, -0.04, -0.14], [1.98, 0.78, 0.57], [1.31, 1.46, 1.34], [0.12, -0.46, -0.10], [0.03, 0.19, 0.07], [-0.15, -0.17, 0.16], [-0.04, -0.02, 0.06], [-0.09, 0.05, -0.01], [-0.27, -0.32, -0.09], [1.28, 1.32, 1.11], [0.18, -0.24, -0.33], [-0.04, 0.10, -0.11], [-0.05, 0.12, -0.12], [0.03, -0.04, -0.05], [-0.11, 0.01, -0.06], [-0.08, -0.11, -0.07], [1.18, 1.23, 1.26], [0.05, 0.00, -0.04], [0.19, -0.10, -0.08], [-0.14, -0.04, -0.02], [-0.04, 0.01, 0.02], [0.05, -0.04, -0.01], [0.00, -0.02, 0.04], [0.02, -0.02, -0.03], [-0.05, -0.02, 0.05], [0.00, -0.01, -0.12], [-0.05, 0.03, -0.08], [0.00, 0.05, -0.02], [0.04, -0.03, -0.04], [0.00, -0.02, -0.01], [0.08, 0.04, -0.07], [-0.14, -0.04, 0.06], [-0.05, -0.18, 0.01], [-0.05, 0.05, 0.01], [-0.02, -0.02, 0.03], [0.04, -0.03, 0.03], [0.09, -0.06, 0.04], [-0.24, -0.57, -0.04], [0.47, 0.59, 0.35], [0.09, -0.12, -0.14], [0.69, 0.01, 1.26], [-0.12, -0.44, -0.95], [0.15, 0.97, 1.46], [-0.02, 0.05, -0.07], [0.11, -0.11, -0.06], [-0.03, 0.07, -0.04], [0.00, -0.09, -0.09], [-0.01, 0.13, 0.16], [-0.12, 0.13, -0.14], [0.02, -0.03, 0.04], [0.08, 0.05, 0.01], [-0.02, 0.03, -0.01], [-0.04, 0.00, -0.01], [0.04, -0.05, 0.20], [0.37, 0.66, -0.27], [0.20, -0.22, 0.07], [-0.82, -1.22, -0.19], [0.01, -0.05, -0.03], [-0.07, 0.04, -0.04], [0.01, -0.07, -0.06], [-0.03, -0.01, 0.05], [-0.06, -0.02, 0.06], [-0.07, 0.00, -0.06]]
}

***

{
  "formula": "C28H30N3",
  "method": "ωB97M-V/def2-TZVPD",
  "total_charge": 1,
  "de_lowest_kj_mol": 392.2,
  "largest_force_ev_per_a": 0.8,
  "species": ["N", "N", "C", "C", "C", "C", "N", "H", "H", "H", "H", "H", "H", "C", "C", "C", "C", "C", "C", "H", "H", "H", "H", "H", "H", "C", "C", "C", "C", "C", "C", "H", "H", "H", "H", "H", "H", "C", "C", "C", "C", "C", "C", "H", "H", "H", "H", "H", "H", "C", "C", "C", "C", "C", "C", "H", "H", "H", "H", "H", "H"],
  "positions_angstrom": [[-2.2520, 0.8174, 2.4883], [-1.0494, 0.4309, 3.0867], [-1.0053, -0.3739, 4.1446], [0.2332, -0.7781, 4.6265], [1.3519, -0.3220, 4.0036], [1.1755, 0.5251, 2.8961], [-0.0045, 0.8917, 2.4413], [-3.0031, 0.5457, 3.1204], [-2.2541, 1.8382, 2.4572], [-1.9447, -0.6916, 4.5806], [0.2726, -1.4368, 5.4849], [2.3427, -0.6018, 4.3388], [2.0301, 0.9054, 2.3456], [-6.0359, 3.9130, 2.4815], [-6.3891, 5.2545, 2.4918], [-5.4487, 6.2203, 2.8241], [-4.1510, 5.8492, 3.1460], [-3.7962, 4.5077, 3.1372], [-4.7386, 3.5443, 2.8052], [-6.7673, 3.1602, 2.2193], [-7.3990, 5.5481, 2.2386], [-5.7282, 7.2654, 2.8330], [-3.4195, 6.6032, 3.4047], [-2.7809, 4.2226, 3.3926], [-4.4690, 2.4936, 2.7986], [-1.8641, 1.4168, -1.6626], [-2.4607, 1.7865, -2.8596], [-2.9540, 3.0742, -3.0200], [-2.8504, 3.9942, -1.9862], [-2.2508, 3.6270, -0.7895], [-1.7599, 2.3382, -0.6296], [-1.4816, 0.4115, -1.5367], [-2.5409, 1.0719, -3.6682], [-3.4206, 3.3609, -3.9531], [-3.2348, 4.9976, -2.1136], [-2.1700, 4.3472, 0.0157], [-1.2825, 2.0525, 0.2986], [1.6445, -2.7324, 1.1111], [1.9648, -2.4641, -0.2121], [2.7798, -3.3414, -0.9129], [3.2679, -4.4829, -0.2918], [2.9459, -4.7497, 1.0319], [2.1342, -3.8716, 1.7358], [1.0089, -2.0497, 1.6646], [1.5792, -1.5776, -0.7001], [3.0324, -3.1366, -1.9454], [3.9006, -5.1681, -0.8415], [3.3251, -5.6413, 1.5130], [1.8826, -4.0813, 2.7685], [6.3472, -3.5411, -5.9828], [5.3925, -4.3352, -6.6035], [4.3813, -4.9206, -5.8548], [4.3237, -4.7099, -4.4841], [5.2777, -3.9143, -3.8647], [6.2907, -3.3304, -4.6124], [7.1364, -3.0872, -6.5679], [5.4377, -4.4990, -7.6722], [3.6402, -5.5433, -6.3389], [3.5350, -5.1691, -3.9001], [5.2363, -3.7508, -2.7943], [7.0362, -2.7132, -4.1278]],
  "forces_ev_per_a": [[-0.16, 0.05, 0.81], [-0.17, 0.07, -0.11], [-0.02, -0.07, -0.13], [-0.48, -0.30, 0.40], [0.38, 0.31, -0.43], [0.35, -0.12, 0.13], [0.29, -0.08, 0.16], [-0.05, -0.09, -0.19], [0.07, -0.06, -0.38], [0.05, 0.11, -0.08], [-0.01, 0.05, -0.06], [-0.04, 0.05, -0.10], [-0.19, 0.05, 0.00], [0.00, 0.02, -0.02], [0.00, 0.00, -0.01], [0.00, 0.00, 0.00], [0.01, 0.01, -0.01], [0.01, -0.05, -0.02], [0.07, -0.03, 0.02], [0.00, 0.00, 0.00], [0.00, 0.00, 0.00], [0.00, 0.00, 0.00], [0.00, 0.00, 0.00], [0.01, 0.01, 0.02], [-0.06, -0.01, -0.02], [-0.01, 0.00, 0.01], [-0.01, -0.01, 0.00], [0.00, 0.00, 0.00], [-0.01, 0.00, 0.00], [-0.02, -0.01, 0.02], [0.01, 0.06, 0.00], [0.01, 0.00, 0.00], [0.00, 0.00, 0.00], [0.00, 0.00, 0.00], [0.00, 0.00, 0.00], [0.00, 0.00, 0.00], [0.05, 0.00, -0.05], [0.03, 0.02, 0.07], [-0.01, 0.03, 0.01], [0.01, -0.01, -0.04], [0.00, 0.00, -0.01], [0.01, 0.00, 0.00], [0.00, 0.02, 0.01], [-0.07, -0.02, -0.05], [0.00, 0.00, 0.00], [-0.01, 0.00, 0.00], [0.00, 0.00, 0.00], [0.00, 0.00, 0.00], [-0.01, -0.01, -0.01], [0.00, 0.00, 0.00], [0.00, 0.00, 0.00], [0.00, 0.00, 0.00], [-0.01, 0.01, 0.01], [-0.01, 0.00, 0.04], [-0.01, 0.00, -0.01], [0.00, 0.00, 0.00], [0.00, 0.00, 0.00], [0.00, 0.00, 0.00], [0.00, -0.01, 0.00], [0.03, 0.00, 0.00], [0.00, 0.00, 0.00]]
}

***

no.,DFT total energy (a.u.)
1,-3372.5205
2,-2559.4248
3,-1248.8994